Formula: C89H197N7O41S10
Source: the Open Molecules 2025 dataset
Level of theory: the ωB97M-V functional and the def2-TZVPD basis

Structure (XYZ):
```
344
Properties=species:S:1:pos:R:3:forces:R:3:lowdin_charge:R:1
S 3.07423 4.51494 3.66267 1.9070 1.6404 2.1122 0.6735
S 2.48729 -3.40091 -6.53318 1.2592 -0.0612 0.1846 0.7577
S 8.10838 -4.26759 -4.87250 -1.1464 0.6239 0.9612 0.6981
S 6.43084 1.40790 -4.09381 -0.7212 0.1444 -0.4563 0.7139
S -2.07072 8.69247 6.92445 -0.2164 -1.1894 -1.1059 0.6956
S -2.61750 -2.40062 2.80785 -2.1866 -0.0800 0.4863 0.7417
S 6.64182 0.34345 0.98572 1.1228 0.4367 -0.9767 0.7588
S -3.22346 -5.48638 -5.97719 -0.6821 -2.3552 -1.9344 0.7034
S 0.22496 -6.84254 -0.71846 -0.4986 0.9053 0.4966 0.6613
S -4.06413 3.94730 -1.77899 -1.2571 0.3057 0.0150 0.7198
O 4.18591 5.10183 2.62407 -1.7626 2.2519 -0.0188 -0.2272
O -7.17442 4.15028 3.53273 0.0845 -0.0408 0.3458 -0.0051
O -1.07533 -1.01373 -8.07056 -0.7182 1.4838 0.0801 -0.0059
O -2.56101 -3.87517 3.01862 0.8862 3.3414 0.0467 -0.3125
O 7.53597 0.97559 -4.95789 -1.7208 1.2167 1.5412 -0.3055
O 2.82870 -4.76069 -6.07942 -1.3161 2.8841 -1.0171 -0.2542
O 2.43044 7.34972 -3.61311 0.0388 -0.2932 0.3941 0.0082
O 6.64325 -4.18174 -5.08421 3.1082 0.1125 0.0221 -0.3097
O 2.75900 5.51642 4.70578 1.0098 -2.4753 -2.7211 -0.2444
O 1.59613 -6.07811 -1.20057 -1.5530 -0.1707 0.3367 -0.2725
O 1.25314 2.81756 7.23859 0.0979 0.8024 -0.8190 0.0187
O -1.75977 -1.35685 3.42964 -1.4364 -2.7601 -1.1093 -0.3142
O -1.66215 9.81003 6.07805 -0.2061 -1.4297 1.3235 -0.3074
O 1.63385 -3.18891 -7.72196 2.1011 -0.3190 3.0391 -0.2439
O 7.98102 -0.67501 1.03970 -3.8444 0.1277 1.2899 -0.1823
O 5.65665 2.71040 -4.90389 2.4928 -2.7931 1.0434 -0.2757
O -2.98101 3.43113 -2.57856 -1.9134 0.3099 0.6691 -0.2316
O 6.10452 0.31644 -0.36987 0.7000 -0.1214 2.3473 -0.2565
O -5.04028 2.74997 -1.16691 2.9033 1.3053 0.6697 -0.2225
O -6.85099 -2.09709 0.65836 -0.3425 -0.4325 0.1261 0.0111
O -0.98149 7.40135 6.78156 -1.0856 1.8155 1.2632 -0.2755
O -4.15975 -4.53949 -5.38715 1.2375 -0.2289 -1.0621 -0.3175
O 5.79500 0.23381 2.15792 1.7789 0.0826 -2.0598 -0.2196
O 4.12354 3.39064 4.25967 -1.7745 1.0241 -1.6048 -0.2127
O 0.43579 -0.69774 -2.26027 0.5179 0.1904 -0.2316 -0.0192
O 2.00716 -2.48492 -5.25957 -1.3170 -1.7376 -0.6556 -0.2331
O 3.92142 -2.56070 -6.63452 -1.3809 -1.0974 -1.4220 -0.1860
O 5.49748 0.35802 -3.64215 1.1764 2.1720 -0.7887 -0.3149
O -5.31129 4.59028 -2.74409 2.6367 -0.8036 0.5732 -0.1941
O -0.48559 -5.84352 0.11213 1.3067 -1.8266 -2.0488 -0.3188
O 8.85375 -5.41094 -5.35258 -0.8516 1.2743 0.8493 -0.2846
O -0.38870 -7.50333 -1.87717 0.8423 1.1693 1.8121 -0.3105
O 8.30991 -4.16704 -3.22483 0.7322 -0.3097 -1.6824 -0.2784
O -3.35409 -6.01167 -7.38258 0.3891 1.8685 3.9904 -0.3141
O 2.03490 3.93285 2.90532 -0.4843 -0.4962 -0.0680 -0.2248
O -3.73922 4.87139 -0.71877 -0.5122 -0.8581 -1.1849 -0.2423
O 7.61040 1.71665 1.08990 -1.8993 -1.1323 0.3134 -0.2053
O -4.25828 -2.01117 3.15971 1.9574 -0.3401 -0.7266 -0.2998
O 2.91721 -6.26978 1.96888 -0.4674 -2.1590 -0.8715 -0.0248
O -2.42532 8.89715 8.32186 0.9359 -0.6319 -2.0947 -0.2848
O -1.63769 -5.00576 -5.85945 -2.8324 -1.7992 -1.0068 -0.2418
N -6.14393 3.39427 2.92864 0.6486 1.4022 -1.4235 -0.1246
N 0.82314 1.53491 7.05189 -0.7390 -3.2700 1.1211 -0.1426
N 3.34690 -5.32785 2.82159 1.7443 4.4280 2.5401 -0.1533
N 0.47679 -0.57372 -0.86489 -0.2907 -0.0868 2.1902 -0.0966
N -6.08528 -2.89514 -0.16485 3.3707 0.0713 -0.5621 -0.1481
N 1.43798 7.00176 -2.68548 -1.1579 0.6464 2.1652 -0.1240
N -1.89928 -0.74562 -6.93246 0.2378 0.2771 1.8322 -0.0799
C -0.38111 1.89850 4.87844 -0.4216 -0.6705 0.6771 0.0006
C 8.88714 1.46745 0.56475 1.7631 -0.1266 0.5092 -0.1832
C 7.07021 2.32309 -2.58454 -0.4666 -0.9500 -1.3367 -0.0883
C -3.35001 -0.90263 -7.19150 -0.0800 -1.2235 -2.0973 -0.4416
C -7.12813 -2.50599 -2.34019 0.6315 -0.9887 -0.0106 -0.0123
C 2.41087 -6.62094 -2.26854 -0.7974 -1.9357 -0.2465 -0.2658
C 2.83417 -3.79224 4.76870 -0.1205 0.0140 0.8421 -0.1705
C 1.90954 0.51191 6.91103 -1.7787 -0.7170 -0.1891 -0.4779
C 5.11509 4.18297 2.11481 -0.9799 -1.9745 1.6130 -0.1632
C 4.14558 4.52170 -4.96194 -0.4648 -0.6224 0.8853 -0.0479
C -4.81976 -5.03607 -0.68058 -1.1199 0.3477 -1.8562 -0.1056
C -1.33849 -4.14063 -4.81358 1.2489 1.6926 1.5141 -0.2919
C 2.32128 -6.21045 4.97657 -0.7458 0.3123 -0.2872 -0.0260
C -3.49882 -2.33498 -7.78867 -0.0090 -0.5317 0.7459 -0.0471
C -3.78647 1.72415 2.76306 -0.2314 0.4331 0.6528 -0.1609
C 1.06302 1.91237 -0.94433 -0.7043 0.5368 0.1002 -0.0140
C 4.84991 -5.20865 3.03492 -0.5649 -1.1805 0.0883 -0.3930
C 4.21609 -1.84111 -5.46092 0.2025 0.3232 1.3430 -0.2035
C -0.04645 0.10383 -5.38266 0.2555 -0.6698 -1.3753 -0.0548
C -1.42285 1.02052 -0.91671 1.7416 0.5967 -0.6615 0.0020
C 0.11391 0.80048 -0.42153 -2.1385 -0.1259 -0.5739 -0.3990
C -5.98959 -4.32265 0.12085 -0.0555 -0.9656 0.1508 -0.4212
C 3.30770 -5.61729 -2.84771 1.7826 1.7333 0.1752 -0.0710
C -7.39250 -5.00383 -0.18996 0.6566 -0.4950 -0.1139 -0.0183
C 5.33078 3.42798 3.43975 1.2163 0.0113 1.2843 -0.1415
C -2.66560 -2.08614 1.00617 0.6184 -0.3109 1.3382 -0.0751
C -7.59436 1.59067 2.47627 -0.8422 0.0507 0.7447 -0.0287
C 0.90620 4.71993 -3.47717 -0.3729 -0.5602 0.3173 -0.0141
C -6.54346 4.36046 -2.10211 0.1508 -1.5443 0.8598 -0.1666
C 0.08076 -1.09158 5.88009 -0.0423 1.3386 3.3783 -0.1541
C -1.44027 0.35937 -5.97663 -0.3291 0.2780 -0.1639 -0.4100
C -0.30906 7.26148 5.52925 -0.2947 -0.6317 -1.1298 -0.2656
C 5.62522 -4.96682 1.63072 -1.9885 -0.5094 1.4983 -0.0308
C -0.05733 0.86072 1.10961 0.2068 -0.1738 -0.4711 -0.1422
C -0.47131 1.41115 6.37731 -0.0616 -0.5029 -0.7489 -0.4472
C 5.41927 -6.54698 3.73117 -0.0826 2.0340 -0.7962 -0.0176
C 1.12273 0.29471 1.84716 0.6967 -1.8169 -0.2615 -0.1518
C -4.55314 -4.50272 -2.10350 -0.0179 0.0274 0.1979 -0.1802
C -2.39437 0.39977 -4.71619 -0.1553 1.1711 -1.3658 -0.1292
C 2.37886 8.44975 -0.93413 -0.0321 -0.3803 -1.3128 -0.0430
C 7.99443 -2.96831 -2.49746 -2.9099 -1.0721 0.8277 -0.2305
C -6.39127 1.52512 4.65783 0.5390 1.3629 -0.2993 0.0018
C -4.08307 -0.90726 -5.84859 0.0452 0.3435 0.2770 -0.1505
C -0.24260 -4.74333 -3.91262 -0.2458 -0.0935 -0.5529 -0.0276
C -5.21128 1.23223 2.43713 2.4116 -0.4666 0.8450 -0.1230
C -6.26555 2.01977 3.16964 -2.1547 -1.7249 -0.4337 -0.5182
C -5.82357 -2.32041 -1.49954 0.2615 0.7950 -0.1022 -0.4509
C -0.54978 5.85256 4.91594 0.5335 0.8384 0.6956 -0.0560
C 2.87313 0.59336 5.68753 -0.8656 0.6684 0.5928 -0.0176
C 8.96621 -2.68998 -5.39318 -1.2798 -0.6150 -0.3962 -0.0941
C -5.49575 -0.82719 -1.42293 -0.4016 0.9508 -0.2570 -0.0356
C 1.81322 7.02593 -1.24104 -0.1583 1.8190 0.1751 -0.4425
C -3.75011 3.17329 2.29680 -0.5478 0.7197 0.7796 -0.0971
C -4.99879 5.37678 2.14961 0.6700 0.0804 -0.6615 -0.0357
C 0.78846 -8.13919 0.42260 0.0720 0.0946 -0.7540 -0.0968
C 1.53422 -1.12540 1.31739 -1.3820 0.6997 -0.7727 -0.1046
C 2.41611 -5.02890 3.97109 -0.8583 -0.2682 -0.5840 -0.4115
C -3.43205 7.83026 6.02721 0.0778 1.0144 0.6203 -0.1125
C -1.30027 1.74152 -6.72573 -0.9552 -0.1756 0.2252 -0.0201
C -3.86949 0.35828 -5.02939 -0.6615 -0.0072 -0.7828 -0.1794
C 6.54589 -3.08180 -1.84284 1.1061 -0.0613 -0.4874 -0.0356
C -4.22882 -1.75706 5.58641 -0.7805 0.0027 0.4687 -0.0581
C -3.29938 -6.93480 -4.82487 1.6458 1.0597 -1.1836 -0.0840
C 2.79783 0.68644 8.10798 1.0573 -0.8195 0.8024 -0.0545
C -0.47744 5.88778 -0.72779 0.3789 1.3544 -1.6377 -0.1584
C -4.86261 4.10633 2.96871 0.2426 -1.7467 0.3587 -0.4556
C -0.22137 6.60817 -4.47663 0.3001 1.1336 -0.4679 -0.0465
C 4.28738 -3.73062 5.24299 -0.3924 -0.2043 -1.9693 -0.1585
C 0.39080 6.14863 -3.15478 -1.1010 -1.8901 -1.0551 -0.4880
C -4.83427 -2.51761 4.37731 1.2755 0.2195 0.9047 -0.2534
C -0.97627 -0.10042 6.39170 0.2535 1.2701 -1.4662 -0.1378
C -0.84017 6.13897 -2.18296 0.0016 -0.5836 -0.4220 -0.1378
C 4.32524 3.03419 -4.56083 -0.4800 0.7517 -0.6689 -0.2762
C -1.55014 2.25485 7.05341 -0.3500 -0.0713 0.2561 -0.0315
C 1.18443 -0.87291 6.95307 1.8684 -0.5498 -1.0567 -0.1321
C 1.78627 -2.70760 -0.58218 -1.0044 0.8401 -0.2005 -0.0134
C -4.51148 4.43746 4.44325 -0.1902 1.3496 -0.9463 -0.0111
C 3.00027 -0.47560 -0.57775 -0.1387 0.3234 -0.3982 -0.0327
C 5.11247 -3.94293 3.93550 0.3022 -0.4827 0.6575 -0.1295
C 0.95411 -4.66464 3.35005 0.4313 -0.3150 0.3406 -0.0019
C -4.15938 -0.04950 -8.29308 0.7491 0.9359 1.3593 -0.0163
C -5.50854 -4.62074 1.57179 -0.7339 0.2369 0.7788 -0.0375
C -6.39412 2.94132 -1.44880 -0.7771 -0.1745 -1.9762 -0.1821
C 9.07997 -0.07319 0.49413 1.6715 0.2987 -1.4633 -0.2144
C 1.67271 -1.16795 -0.25553 1.5091 -1.3367 1.6613 -0.4564
C 2.79379 5.93057 -0.75598 -0.5204 0.1613 -0.6309 -0.0064
C 0.47949 7.03547 -0.41490 -0.0733 -1.1640 1.1380 -0.1408
C 2.86860 -1.40848 -4.93075 0.1813 0.6603 -1.2969 -0.1788
C -4.56601 -2.97093 -2.18762 -1.4389 -0.7240 -0.5706 -0.1114
H 0.67259 6.91408 0.65097 0.8581 0.2120 0.1944 0.1140
H -0.91474 1.59897 -7.73526 0.3427 -0.2018 0.1588 0.0796
H 3.92647 -5.97539 -3.67050 -0.2209 -0.5221 0.0273 0.0965
H 6.27975 2.62373 -1.89688 -0.2328 -0.2915 -0.3426 0.0640
H 4.73374 -0.92121 -5.73283 0.4532 -0.4720 -0.0360 0.1218
H 9.83928 -2.37808 -4.81997 -0.2479 -0.5276 0.2831 0.0749
H 0.50623 2.84923 -0.92492 -0.1168 0.1035 0.1457 0.0558
H -0.72855 7.96847 4.81350 0.3080 0.3541 0.1516 0.0992
H -5.21055 -6.04804 -0.78689 0.3774 -0.2239 0.1298 0.1085
H -0.29855 1.88656 1.38813 0.4838 0.3272 -0.0125 0.1247
H 5.06243 -4.21545 1.07682 0.1955 0.3685 0.0936 0.0572
H -4.66142 -3.58356 4.52553 0.5808 -0.1415 -0.3407 0.1038
H -0.39450 -1.16646 -2.37217 -0.0701 -0.1275 -0.3694 0.0919
H 3.29219 8.69208 -1.47747 0.6383 -0.5397 0.4831 0.0726
H 7.61461 3.20178 -2.93042 0.2349 -0.3656 -0.0313 0.0743
H 5.53717 -5.86735 1.02293 0.3878 -0.1482 0.1243 0.0708
H -7.98849 -2.25303 -1.72060 -0.1058 -0.2078 0.0184 0.0779
H -4.19919 8.60030 5.94573 -0.1644 -0.1324 0.0321 0.0650
H 9.10897 2.00925 -0.35468 -0.6489 -0.3610 -0.3785 0.1172
H -1.41689 1.07513 -2.00533 -0.2307 -0.1677 -0.0534 0.0562
H 0.05521 -0.78975 -4.76681 -0.2744 -0.0340 -0.0604 0.0607
H -1.07318 -3.22957 -5.34994 0.4195 0.3850 0.5071 0.1098
H 0.23797 5.17963 5.25465 -0.3390 -0.2143 0.1298 0.0425
H 0.75517 7.43684 5.68666 -0.1118 0.1605 -0.0712 0.1181
H 5.99008 4.70499 1.72753 -0.1618 -0.1021 0.2124 0.1430
H -7.24259 -6.08326 -0.21165 -0.2445 -0.1515 0.5338 0.0741
H -5.12448 -1.15151 -6.05817 -0.0998 0.1368 0.1466 0.1204
H 0.56988 -0.02574 -6.27230 0.4975 -0.1648 0.0415 0.0762
H 1.06802 -7.78328 1.41420 -0.1542 0.3487 -0.2468 0.0544
H 0.22073 -4.38872 4.10776 0.1723 -0.5019 0.5376 0.0739
H 7.64786 1.50870 -2.14728 0.2892 0.4319 0.1802 0.0355
H -2.26083 -0.42461 -4.01572 0.7601 -0.0269 -0.0511 0.1082
H 5.05126 5.02325 -5.30298 0.0357 -0.4052 -0.0909 0.0852
H -2.76017 -1.01343 0.83749 -0.3316 -0.2374 0.1188 0.0385
H -7.81735 2.02074 1.49984 0.7706 0.0473 -0.2872 0.0647
H 2.02379 0.88715 1.68842 -0.1500 0.5205 0.7064 0.0995
H 0.80122 -3.08457 -0.30708 -0.1613 -0.4228 -0.3956 0.0692
H 0.83163 0.09590 2.87858 0.4635 0.6763 0.2506 0.0757
H 5.00415 -3.10013 3.25282 0.1156 0.3073 0.2618 0.1063
H -3.84924 3.11848 1.21270 -0.2692 0.4789 -0.0738 0.0869
H -0.32048 -2.07196 6.13693 0.1397 -0.3464 -1.0664 0.1119
H 4.66223 3.49671 1.39921 -0.0725 0.2982 -0.4733 0.1254
H -0.06476 -4.23445 -2.96525 -0.3312 0.3712 -0.0506 0.0772
H 3.41114 1.58750 8.10187 -0.2535 0.1459 -0.1839 0.0857
H 6.45716 -3.87043 -1.09565 0.5967 0.2713 0.4293 0.0592
H -3.24665 -6.55671 -3.80390 -0.5235 -0.0961 -0.1085 0.0450
H 0.78566 -1.84606 1.64664 -0.4461 -0.0310 -0.2172 0.0835
H -0.97991 0.36385 1.40973 0.1117 -0.5930 -0.1255 0.0812
H -7.72250 4.40490 2.78683 -0.1273 0.0906 -0.0298 0.1037
H -1.39700 5.92036 -0.14347 0.3050 -0.2660 0.3388 0.1045
H 4.45688 -2.76781 5.72503 0.2187 0.3515 -0.4966 0.0975
H -5.19917 -4.94327 -2.86288 -0.4596 0.1894 0.1233 0.1017
H -7.74153 -2.25249 0.33526 -0.7728 0.2098 0.2230 0.0835
H 1.92888 -1.61934 6.67606 0.6840 0.0319 0.0531 0.0867
H 5.67214 2.39290 3.42609 0.2147 0.2866 -0.2513 0.1129
H -4.10018 1.03521 -8.20363 0.4578 0.2208 0.3200 0.0555
H 3.88096 -1.02705 -0.24852 -0.2099 -0.4604 -0.2702 0.0716
H -5.91795 -2.50792 4.26052 0.0223 0.8436 -0.0339 0.1194
H -5.27488 -5.63800 1.88592 0.0419 -0.6451 -1.2508 0.0921
H -1.62262 5.44155 -2.48208 0.6236 -0.6223 -0.5051 0.0799
H -2.19007 -3.88039 -4.18494 -0.3428 -0.2071 -0.1842 0.0957
H 4.63735 -4.40566 6.02398 -0.5814 -0.6490 -0.1609 0.1030
H -2.23614 2.27867 -6.87972 -0.4681 -0.3446 0.0922 0.0665
H -1.14668 6.08044 -4.70771 0.2049 -0.2967 0.0498 0.0891
H -8.20510 -4.73179 0.48367 0.3658 -0.0846 0.6293 0.0746
H 0.47179 -5.40817 2.71552 0.2080 -0.6585 0.3597 0.0582
H 8.15947 -1.95874 -5.34265 0.2211 0.2134 0.0435 0.0431
H -4.68894 -2.76072 -3.25006 0.0878 0.3124 -0.1689 0.0995
H -3.81288 -5.11207 -0.27009 -0.4187 0.3740 1.1035 0.1137
H 1.16565 3.11450 6.32987 0.5168 1.3451 -0.3372 0.0709
H 9.94489 -0.49726 1.00420 0.0506 0.6209 0.4930 0.1380
H 9.24840 -2.79506 -6.44076 -0.0925 -0.2734 0.0741 0.0680
H 0.07197 4.94816 -0.66980 -0.4051 -0.2515 0.3210 0.0867
H 6.65537 -4.66587 1.82132 -0.0777 -0.0991 -0.0895 0.0759
H 1.30098 4.16988 -2.62294 0.3085 0.2783 0.1680 0.0520
H -5.44336 4.80974 4.86882 -0.0313 -0.3430 0.4080 0.0816
H -4.25262 1.22455 -5.56874 0.2772 0.2742 -0.1526 0.1116
H 9.24652 -0.42222 -0.52496 -0.4130 0.2127 -0.4031 0.1185
H -3.60500 -2.52763 -1.92674 -0.1478 0.1132 0.6282 0.1059
H -2.98751 1.16864 2.27195 -0.1764 -0.2233 -0.3645 0.0880
H -7.86539 -4.81649 -1.15399 0.6877 0.4208 -0.3085 0.0584
H 0.83962 -3.79390 2.70445 1.2089 0.3843 -0.1198 0.0560
H 1.94677 2.08489 -0.33006 -0.1181 -0.2103 0.1548 0.0660
H -1.84932 -0.10184 5.73910 -0.1458 0.0669 0.0272 0.0713
H 1.85511 -7.08444 -3.08364 -0.8860 0.3646 0.1857 0.1194
H -4.49301 -0.70425 5.68580 -0.3215 0.0923 -0.5494 0.0613
H -4.56865 -4.11117 1.78402 -0.4747 0.3170 0.0136 0.0376
H -0.07979 7.97045 -0.44827 0.2711 0.1894 -0.5941 0.1213
H 5.92246 4.10450 4.05647 0.8575 -0.4696 -0.1664 0.1326
H -1.12898 1.31750 4.33878 0.0458 0.0735 -0.3661 0.0659
H 0.97258 -1.18159 7.97675 -0.8642 0.3811 0.0126 0.1209
H 3.71621 -0.09107 5.78174 0.1116 0.2039 0.4315 0.0775
H -1.38641 3.32853 6.96123 0.2822 -0.0192 0.2776 0.0734
H 0.49889 -0.91185 4.88965 -0.4596 -0.3214 -0.0333 0.0917
H 2.33190 0.59975 9.08956 -0.5021 0.2070 -0.2116 0.0923
H 2.87724 -4.69940 -3.24808 -0.7611 -0.2706 0.0259 0.0626
H -2.81108 3.68310 2.51223 0.2419 -0.1112 -0.0061 0.1166
H 1.60257 -5.99396 5.76694 -0.5416 0.1074 -0.2782 0.0791
H 3.50917 5.69548 -1.54405 -0.2399 -0.2598 -0.3157 0.0720
H -3.80098 6.96608 6.57965 0.2317 0.1817 0.1252 0.0711
H 1.98133 -7.08546 4.42259 0.2549 -0.2917 0.2904 0.0787
H 2.45996 8.59860 0.14261 0.0850 0.2052 -0.1951 0.0883
H -3.68683 -1.67971 -5.18949 0.0396 -0.6041 -0.4008 0.0990
H -0.58557 -5.74725 -3.66239 0.2350 -0.1363 0.0511 0.0591
H -8.42992 1.96173 3.06978 -0.1186 -0.2182 0.2793 0.0741
H 2.43343 -1.51336 1.79592 0.3916 0.3764 -0.2039 0.1128
H -2.32279 -7.36873 -5.03953 -0.1710 -0.5888 0.0844 0.0609
H 2.23366 -5.81543 1.47098 -0.0474 0.0772 -0.5528 0.0693
H -4.52398 -0.54158 -1.02020 0.1084 -0.3819 0.2146 0.0702
H -2.79461 -3.00128 -7.29044 0.1760 0.0435 -0.0928 0.0558
H 0.72481 -4.79227 -4.41246 -0.1124 -0.1817 -0.1553 0.0529
H 2.14872 5.08835 -0.50568 0.6205 -0.4628 0.1147 0.0627
H -1.54703 5.52166 5.20591 0.0746 -0.2498 -0.1300 0.0601
H 3.01010 -0.31219 -1.65538 0.5126 0.1063 -0.1069 0.0762
H -6.66176 5.11981 -1.32914 -0.6045 0.1086 -0.2129 0.1263
H -3.99286 5.74132 1.94145 0.1435 0.4447 0.4300 0.0807
H -6.42742 0.43572 4.65899 -0.0535 0.1573 0.3646 0.0764
H -1.82725 1.97935 -0.59237 0.3425 0.2026 0.2423 0.0665
H 3.44096 6.21138 0.07494 -0.5256 0.2175 0.3570 0.0716
H 0.47504 6.53781 -5.31220 0.0069 -0.2811 -0.0237 0.0800
H -1.65589 -2.38906 0.72898 0.0862 -0.0112 -0.2565 0.0625
H 3.66027 2.42505 -5.17309 -0.0879 -0.2034 0.2241 0.1145
H 1.64971 -8.62321 -0.03791 -0.0536 -0.0442 -0.0365 0.0685
H 1.40194 1.84493 -1.97810 -0.1657 -0.6174 -0.0646 0.0773
H -7.30334 -2.04407 -3.31180 0.6889 0.5706 0.0804 0.0831
H -3.40883 -2.73111 0.53743 -0.1121 0.2872 0.1737 0.0479
H 2.88904 -7.49449 -1.82541 0.7626 0.2073 0.0357 0.1199
H 0.10365 4.07262 -3.83071 -0.3398 0.1230 -0.1172 0.0804
H 9.62655 1.88296 1.24938 -0.2198 -0.0166 0.3916 0.1286
H 7.95340 -2.05101 -3.08480 0.5787 -0.1640 -0.2147 0.0965
H 1.64069 4.72946 -4.28248 0.0785 0.2306 0.2058 0.0521
H 6.41112 -2.07658 -1.44350 -0.5846 -0.1564 0.3610 0.0518
H -3.13790 7.54480 5.01722 0.3738 0.1131 0.2020 0.0521
H -5.33536 0.21668 2.81312 0.1000 -0.2199 -0.5997 0.1017
H -4.45379 0.32588 -4.10980 0.0450 -0.1147 0.1507 0.0862
H -6.22769 -0.18456 -0.93366 -0.2461 -0.4463 0.5212 0.0721
H 1.72102 9.15988 -1.43518 -0.5946 0.1778 0.6426 0.0801
H -4.58491 -2.19505 6.51886 -0.0901 -0.2664 0.0355 0.0781
H 4.86861 -7.43179 3.41182 0.0883 0.0961 0.0500 0.0747
H 2.72033 -1.12403 -3.88902 0.2928 -0.3654 -0.0557 0.1262
H -3.88471 -0.25073 -9.32853 -0.0320 -0.4393 0.2272 0.0741
H -7.29467 4.25673 -2.88508 -0.1374 0.6649 0.2995 0.1382
H 2.56589 -2.90852 4.18977 0.4219 0.2376 -0.1423 0.1091
H -5.53830 -0.41577 -2.43140 0.3128 -0.2930 -0.3304 0.0618
H -1.39079 7.05925 -2.37794 0.3491 0.6349 0.6639 0.1214
H -0.66157 2.94690 4.77694 0.2565 0.0981 -0.0460 0.0623
H 6.11569 -4.00858 4.35662 0.5871 0.0411 -0.8990 0.1105
H 3.36873 4.55731 -5.72570 0.1294 0.4238 0.0697 0.0774
H -7.21094 2.00302 5.19434 -0.7058 -0.4034 -0.5392 0.0801
H -1.30732 -0.42288 7.37888 0.1736 0.2163 0.1628 0.1232
H -0.45579 5.91972 3.83208 -0.1332 -0.0372 -0.0316 0.0777
H -5.59816 1.94849 5.27413 0.7658 -0.6260 -0.1838 0.0646
H -4.02698 3.69217 5.07404 -0.0688 -0.0912 -0.3091 0.0720
H -3.14161 -1.74362 5.66327 -0.0191 -0.5445 -0.5112 0.0460
H 3.11758 0.48414 -0.07451 -0.2084 0.0681 -0.1626 0.0540
H 6.46313 -6.58688 3.41994 0.0832 -0.4385 0.1500 0.0665
H 2.48336 -3.31088 -0.00062 0.3278 0.6183 0.3943 0.0765
H -5.17046 1.26753 1.34847 -1.1555 -0.0462 -0.1573 0.1179
H -3.92236 5.35099 4.36264 0.6168 -0.1304 0.4311 0.0494
H -0.03700 -8.84919 0.47378 0.0155 0.1062 0.0046 0.0734
H 4.75678 -2.45120 -4.73736 0.3047 -0.0688 -0.2607 0.1100
H 2.01566 -2.93446 -1.62334 -0.2315 0.2005 -0.1633 0.0640
H 5.38956 -6.39831 4.81058 -0.1031 -0.3456 0.0010 0.0570
H -6.26287 -4.45351 2.34064 -0.1440 1.0218 -0.0197 0.0780
H -4.47168 -2.75732 -7.53712 -0.2244 0.1948 -0.0783 0.0795
H -3.57310 -4.86467 -2.41432 0.2402 0.0720 0.0643 0.0835
H -0.70675 2.47789 -6.18389 0.3872 -0.2733 0.0936 0.0646
H -7.68519 0.50694 2.40305 0.0679 -0.0569 0.0439 0.0816
H 0.38334 0.94987 -4.84638 -0.4409 0.1104 0.1159 0.0852
H -6.50131 2.15654 -2.19761 -1.0125 0.1891 -0.3635 0.1197
H 2.20770 -3.72851 5.65841 -0.4481 -0.1863 -0.0611 0.1061
H -3.37277 -2.45237 -8.86498 0.2051 0.4066 0.0937 0.0853
H 0.59910 1.69160 4.44892 -0.0240 0.1645 -0.0802 0.0614
H 2.27635 8.29727 -3.60861 0.4295 0.2427 -0.5948 0.0991
H -0.42984 -1.68032 -7.82437 -0.0721 -0.3382 0.4477 0.0708
H 3.20766 -6.38791 5.58562 0.4430 -0.1087 -0.6936 0.0685
H 4.01936 -5.24163 -2.11250 0.1312 -0.1042 0.2860 0.0718
H 2.65206 -0.56569 -5.58719 -0.7708 0.2415 0.2799 0.1133
H 4.11601 2.85401 -3.50639 0.0515 0.0072 0.0681 0.1097
H -7.08612 -3.57107 -2.56809 -0.7069 -0.0864 0.0230 0.0642
H -2.15809 1.36655 -4.27167 0.1625 -0.1423 0.5228 0.1019
H -4.11510 -7.59893 -5.11059 0.0172 0.3502 0.2027 0.0742
H 5.72510 -3.36693 -2.50095 0.3028 0.5571 -0.6733 0.0548
H -0.49302 7.66312 -4.43953 -0.0419 0.2054 0.2182 0.0854
H -5.31892 5.17740 1.12694 -0.4897 -0.3260 0.1513 0.0594
H -5.21729 -0.21235 -8.08714 -0.0449 -0.5317 -0.3859 0.0740
H 3.82093 5.02562 -4.05157 -0.1992 0.4246 -0.3424 0.0461
H 3.15093 1.63539 5.84598 0.7858 0.0240 -1.0678 0.0652
H -5.62347 6.16391 2.57188 0.0918 -0.1274 0.2381 0.0883
H 2.47411 0.37628 4.69669 -0.4204 0.3889 0.0408 0.0624
H -2.52367 2.08462 6.59368 -0.0085 -0.2072 -0.4730 0.0704
H -3.53554 1.60755 3.81735 -0.1948 0.1780 0.3007 0.0975
H -1.72382 1.96065 8.08849 0.4231 0.1861 0.1875 0.0900
H -7.09737 2.71529 -0.64727 0.5639 0.3708 0.4677 0.1207
H -2.14542 0.28012 -0.57349 0.4723 -0.3526 -0.0318 0.0507
H 3.50000 -0.14657 8.07407 0.2966 -0.1098 0.0585 0.0814
H 8.68276 -2.94121 -1.65274 0.3195 0.2430 -0.3731 0.1139
```
Positions in Å, forces in eV/Å.

Summary:
- net charge = 0
- E_tot (eV) = -298194.74925
- spin multiplicity = 1